A structure of composition C38H47F6N3O7S3Si2Ta, computed with wB97M-V/def2-TZVPD.

The geometry in ORCA input format:
```
! RIJCOSX wB97M-V def2-TZVPD def2/J DEFGRID3
* xyz 1 1
Ta -0.22733 0.11752 -0.98612
C 1.81630 1.74394 2.94875
C 1.99104 1.34706 1.49314
C 2.65106 -0.01472 1.38478
C 2.80774 2.38579 0.74037
O 0.61229 1.23394 0.88505
Si -0.58351 2.42901 1.04312
S -1.95068 1.58031 -0.36223
O 0.06041 3.80757 0.53131
C -0.23086 5.20564 0.81236
C 0.56441 5.99600 -0.21094
C 0.23685 5.52374 2.22460
C -1.72269 5.44481 0.64467
O -1.17592 2.62823 2.51802
C -2.24153 2.12562 3.36496
C -1.89990 2.60505 4.76530
C -2.25499 0.61364 3.28942
C -3.55810 2.71750 2.88967
H 2.79023 1.70732 3.43892
H 1.14540 1.05460 3.46382
H 1.42721 2.75834 3.05146
H 3.72888 0.10467 1.49894
H 2.49257 -0.47950 0.40960
H 2.31843 -0.69650 2.16391
H 3.74915 2.51785 1.27606
H 2.29509 3.34292 0.69417
H 3.04699 2.05635 -0.26724
H 1.62757 5.76445 -0.12803
H 0.43118 7.06586 -0.04724
H 0.22960 5.75686 -1.21947
H 1.30429 5.31671 2.32517
H -0.31056 4.93040 2.95725
H 0.07493 6.58002 2.44360
H -2.04386 5.15985 -0.35908
H -1.95465 6.50025 0.79160
H -2.29242 4.86995 1.37680
H -0.93621 2.20328 5.08222
H -2.66273 2.27640 5.47233
H -1.84950 3.69426 4.79308
H -1.29166 0.20941 3.60397
H -2.46371 0.27724 2.27229
H -3.02827 0.20555 3.94289
H -3.52507 3.80677 2.93041
H -4.37132 2.37923 3.53334
H -3.78273 2.40690 1.86769
C -2.20664 -1.10065 -6.22300
C -3.15881 -0.55060 -5.37312
C -2.92550 -0.48177 -4.00982
C -1.72494 -0.96936 -3.51555
C -0.77283 -1.53179 -4.34514
C -1.01787 -1.59471 -5.71010
N -1.45362 -0.87928 -2.11028
N -2.41836 -1.51027 -1.34178
C -2.00299 -1.77481 -0.12475
C -2.96550 -2.32395 0.79870
C -2.60318 -2.63961 2.05477
C -1.27105 -2.37292 2.53231
C -0.34712 -1.83003 1.72200
C -0.59176 -1.58534 0.29141
H -2.39767 -1.14800 -7.28684
H -4.08828 -0.17018 -5.77563
H -3.65509 -0.05743 -3.33352
H 0.13663 -1.92941 -3.92317
H -0.28080 -2.03678 -6.36807
H -3.96871 -2.48482 0.42604
H -3.32519 -3.08177 2.72958
H -1.03065 -2.57774 3.56816
H 0.63827 -1.61169 2.09852
F 4.02000 -0.57198 -4.85522
C 3.37440 -1.23246 -3.91522
F 2.36597 -1.90675 -4.43949
F 4.20060 -2.06160 -3.30352
S 2.75735 0.01051 -2.67522
O 1.58397 -0.63426 -1.97066
O 3.85364 0.32095 -1.82922
N 2.23795 1.12011 -3.64933
S 0.99511 1.93403 -3.14477
O 0.99024 1.95486 -1.66005
O -0.24880 1.54700 -3.71585
C 1.39941 3.65790 -3.66611
F 1.62225 3.65254 -4.96653
F 0.35680 4.41898 -3.38087
F 2.46761 4.07432 -3.01339
C 4.74114 -3.53701 0.92889
C 4.39208 -3.38726 -0.40428
C 3.05221 -3.29995 -0.75791
C 2.03713 -3.34850 0.19991
C 2.41282 -3.52509 1.53645
C 3.74702 -3.61737 1.89694
Si 0.29507 -3.22619 -0.44617
C -0.80225 -4.65741 -0.02352
C -1.84172 -4.99156 -0.89725
C -2.71376 -6.02713 -0.60047
C -2.55513 -6.74928 0.57549
C -1.51715 -6.44303 1.44457
C -0.64591 -5.40566 1.14368
H 5.78271 -3.60373 1.21499
H 5.15833 -3.34319 -1.16673
H 2.78583 -3.21568 -1.80469
H 1.66160 -3.60262 2.31401
H 4.01386 -3.76190 2.93618
H 0.35229 -3.08825 -1.91452
H -1.98135 -4.43215 -1.81711
H -3.51437 -6.27354 -1.28595
H -3.23407 -7.55960 0.80823
H -1.38179 -7.01704 2.35226
H 0.16718 -5.18819 1.82705
*
```

Computed properties:
ΔE to the lowest compared entry with this formula, charge and spin: 0.00 kcal per mole
Lowest unoccupied orbital energy: -0.1361 Eh
HOMO energy: -10.5 eV

Here are the Mulliken charges for atoms 1 to 99, given in e:
1. Ta 1.412
2. C -1.607
3. C 1.877
4. C -1.819
5. C -1.211
6. O 1.101
7. Si -1.113
8. S -0.963
9. O 0.642
10. C 1.643
11. C -1.504
12. C -1.333
13. C -1.282
14. O 0.654
15. C 1.963
16. C -1.798
17. C -1.492
18. C -1.695
19. H 0.562
20. H 0.191
21. H 0.210
22. H 0.666
23. H 0.001
24. H 0.452
25. H 0.622
26. H -0.187
27. H 0.098
28. H 0.317
29. H 0.466
30. H 0.269
31. H 0.242
32. H 0.006
33. H 0.593
34. H 0.271
35. H 0.548
36. H -0.014
37. H 0.343
38. H 0.431
39. H 0.389
40. H 0.265
41. H 0.080
42. H 0.713
43. H 0.392
44. H 0.495
45. H 0.223
46. C -0.555
47. C -0.747
48. C -0.417
49. C -0.697
50. C 0.691
51. C -1.013
52. N 2.382
53. N -0.872
54. C -1.207
55. C -0.864
56. C -1.041
57. C -0.373
58. C -0.640
59. C 3.393
60. H 0.441
61. H 0.404
62. H 0.468
63. H 0.221
64. H 0.473
65. H 0.608
66. H 0.387
67. H 0.385
68. H -0.199
69. F -0.198
70. C 0.320
71. F -0.166
72. F -0.147
73. S 1.454
74. O -1.736
75. O -0.686
76. N -0.744
77. S 1.760
78. O -2.010
79. O -0.754
80. C 0.593
81. F -0.177
82. F -0.157
83. F -0.191
84. C -0.685
85. C -0.583
86. C -0.420
87. C 0.904
88. C -0.153
89. C -0.860
90. Si 0.698
91. C 0.591
92. C -0.381
93. C -0.619
94. C -0.610
95. C -0.733
96. C -0.150
97. H 0.411
98. H 0.514
99. H 0.489

***

The molecule C6H9NO, computed with wB97M-V/def2-TZVPD.

The geometry in ORCA input format:
```
! RIJCOSX wB97M-V def2-TZVPD def2/J DEFGRID3
* xyz 0 1
C -0.70473 0.25093 -0.58428
C -1.76183 -0.81383 -0.48011
C -0.55880 -0.99338 0.27856
C 1.34324 0.18854 0.63598
C 1.90287 -0.40565 -0.64939
C 0.85188 0.61624 -0.82110
H -0.46810 1.64359 0.58412
H -2.69987 -0.61846 0.06182
H -1.94848 -1.49690 -1.39588
H 0.12971 -1.65004 -0.17672
H -0.37999 0.28651 1.85860
H 1.93205 0.88875 1.22911
H 2.96959 -0.07887 -0.77468
H 1.72873 -1.42068 -0.96787
H 0.97626 1.54240 -1.29413
N 0.22499 -0.46311 1.40025
O -1.28134 1.38605 0.09948
*
```

Computed properties:
SMILES: O[C@]12C[C@@H]1N[C@H]1C[C@H]12
ΔE to the lowest compared entry with this formula, charge and spin: 132.50 kcal per mole
Lowest unoccupied orbital energy: 0.0362 Eh
HOMO energy: -8.1 eV

Mulliken atomic charges, in units of e:
1. C 0.301
2. C -0.480
3. C -0.034
4. C -0.238
5. C -0.674
6. C -0.297
7. H 0.370
8. H 0.241
9. H 0.197
10. H 0.182
11. H 0.373
12. H 0.295
13. H 0.254
14. H 0.172
15. H 0.472
16. N -0.569
17. O -0.564

***

A cluster of 2 separate species, C11H16BrF3N2O2PS in total, computed with wB97M-V/def2-TZVPD.

The geometry in ORCA input format:
```
! RIJCOSX wB97M-V def2-TZVPD def2/J DEFGRID3
* xyz -1 1
N -2.32903 1.35691 0.35851
C -1.29409 1.78212 -0.11203
C 0.03332 2.40935 -0.75068
C 1.37608 1.55644 -0.47686
C 1.45555 0.83665 0.96010
C 1.10760 1.77760 2.22527
Br -0.47945 1.03731 3.23117
C 0.19607 4.00849 -0.40050
C -0.86275 4.47914 0.73641
N -1.39294 4.61569 1.82168
P -0.31003 5.00826 -1.96924
S 0.12724 6.88601 -1.64199
H -0.13219 2.38277 -1.90259
H 2.29349 2.20310 -0.72978
H 1.37478 0.70072 -1.26533
H 2.56260 0.50658 1.09448
H 0.82715 -0.11690 1.04249
H 1.00245 2.89279 1.99204
H 1.98445 1.69333 2.98161
H 1.27804 4.27274 -0.14023
H -1.73390 4.93506 -2.18713
H 0.37535 4.56136 -3.14570
C -2.16660 -3.53307 -0.44597
C -1.60827 -4.03279 0.87458
O -0.54997 -4.96507 0.73101
C 0.79360 -4.47183 0.45268
O 1.14768 -3.54243 1.31653
C 1.00499 -4.04348 -1.04857
F 0.33286 -4.87441 -1.89566
F 2.31029 -4.13967 -1.41256
F 0.61040 -2.78705 -1.35462
H -2.22698 -4.33810 -1.18223
H -3.16442 -3.10720 -0.30032
H -1.54467 -2.74129 -0.86328
H -2.40967 -4.58601 1.37780
H -1.35110 -3.20476 1.54268
H 1.36208 -5.41838 0.48622
*
```

Computed properties:
Lowest unoccupied orbital energy: 0.0625 Eh
HOMO energy: -3.7 eV

Mulliken atomic charges, in units of e:
1. N -0.448
2. C -0.215
3. C 0.425
4. C -0.950
5. C -0.474
6. C -0.552
7. Br -0.160
8. C -0.047
9. C 0.024
10. N -0.404
11. P 0.051
12. S -0.395
13. H 0.554
14. H 0.352
15. H 0.294
16. H 0.314
17. H 0.312
18. H 0.237
19. H 0.357
20. H 0.457
21. H 0.135
22. H 0.131
23. C -0.904
24. C -0.254
25. O -0.347
26. C 0.045
27. O -0.845
28. C 0.688
29. F -0.302
30. F -0.308
31. F -0.207
32. H 0.241
33. H 0.410
34. H 0.108
35. H 0.298
36. H 0.245
37. H 0.138

***

The molecule C4H8O3S, computed with wB97M-V/def2-TZVPD.

The geometry in ORCA input format:
```
! RIJCOSX wB97M-V def2-TZVPD def2/J DEFGRID3
* xyz 0 1
C 1.13746 -0.46651 0.44702
C 1.03196 0.84245 -0.38296
C -0.46413 0.99931 -0.82028
C -0.18505 -0.35216 1.34372
H 0.20782 -1.65126 -0.98323
H 1.96148 -0.63924 1.12600
H 1.32522 1.65651 0.24991
H 1.74392 0.88455 -1.21575
H -0.72327 1.05020 -1.92547
H -0.89322 2.01495 -0.54825
H -0.28681 -1.31300 2.04913
H -0.58633 0.67848 1.76532
O 1.09651 -1.60762 -0.37028
O -2.81867 -0.09293 0.30843
O -1.15432 -1.57893 -0.95229
S -1.39258 -0.42479 -0.09100
*
```

Computed properties:
SMILES: O=S1(=O)CC[C@H](O)C1
ΔE to the lowest compared entry with this formula, charge and spin: 66.21 kcal per mole
Lowest unoccupied orbital energy: 0.0218 Eh
HOMO energy: -10.0 eV

Mulliken atomic charges, in units of e:
1. C -0.217
2. C -0.584
3. C -0.634
4. C -0.571
5. H 0.475
6. H 0.439
7. H 0.361
8. H 0.306
9. H 0.364
10. H 0.308
11. H 0.313
12. H 0.306
13. O -0.614
14. O -0.644
15. O -0.558
16. S 0.948

***

A structure of composition C7H13NO, computed with wB97M-V/def2-TZVPD.

The geometry in ORCA input format:
```
! RIJCOSX wB97M-V def2-TZVPD def2/J DEFGRID3
* xyz 0 3
C 0.91801 -1.69132 0.90557
C 0.38451 -0.70635 0.12912
C -0.40958 1.22706 -1.24088
C -1.08050 0.83814 1.22525
C -2.00992 -0.60956 -0.80685
C 2.36535 0.71925 0.76681
C -0.81079 0.18774 -0.13744
N 1.58681 -0.25638 0.66274
O 1.25387 -2.49057 1.66595
H 1.51615 -2.11821 -0.98086
H 0.04275 2.08597 -0.72599
H -1.38113 1.51360 -1.88375
H 0.27943 0.54350 -1.83027
H -0.08398 1.41026 1.52754
H -1.99234 1.47617 1.29812
H -1.23359 0.11555 1.90337
H -2.46616 -1.52002 -0.34413
H -1.59727 -0.93578 -1.76726
H -2.73607 0.32509 -0.86278
H 3.29169 0.66770 1.30365
H 2.23620 -2.48548 -1.09306
H 1.92657 1.70363 0.28517
*
```

Computed properties:
ΔE to the lowest compared entry with this formula, charge and spin: 103.65 kcal per mole
Lowest unoccupied orbital energy (spin up / spin down): 0.0277 / -0.0703 Eh
⟨S²⟩: 2.008
HOMO energy (spin up / spin down): -4.9 / -9.5 eV

Mulliken atomic charges, in units of e:
1. C 0.837
2. C -0.898
3. C -1.169
4. C -1.605
5. C -1.349
6. C -0.571
7. C 1.572
8. N 0.071
9. O -0.434
10. H -0.355
11. H 0.292
12. H 0.322
13. H 0.356
14. H 0.311
15. H 0.384
16. H 0.494
17. H 0.306
18. H 0.391
19. H 0.316
20. H 0.302
21. H 0.233
22. H 0.194

***

no.,molar mass (g mol⁻¹)
1,1105.12
2,111.14
3,408.20
4,136.17
5,127.19